The following is a quantum chemistry calculation of the molecule CH4N2P2 at a distorted geometry, from the Open Molecules 2025 dataset.

Each line ends with the Mulliken charge.
Cartesian coordinates (Å):
H: -0.09560 -2.33321 -2.06816  0.08
H: -0.00131 -2.41673 0.00709  0.07
P: -0.80122 -1.74197 -0.89053  -0.15
P: 0.49520 0.04135 -1.19780  -0.04
N: 0.49601 1.75977 2.24250  -0.46
N: -0.05303 1.11941 -0.02103  -0.31
H: -0.24151 0.59063 -2.37376  0.08
H: 0.22546 1.57344 3.12956  0.24
C: -0.02400 1.40730 1.17213  0.47

Forces on atoms 1 to 2 (eV/Å):
H -0.73 0.38 1.03
H 0.74 -0.19 0.52

Molar mass ... 106.00 g mol⁻¹
Highest occupied orbital energy ... -8.467 eV